*a*
DFT (the ωB97M-V functional and the def2-TZVPD basis) results for one molecule with the formula C2H4NOP.

XYZ file:
```
9
Properties=species:S:1:pos:R:3:nbo_charge:R:1
C 2.2662 1.4487 -0.0223 0.088
C -1.6396 -0.5251 -0.1451 -0.244
N 1.7456 0.3406 0.1319 -0.738
O -0.5427 -1.1244 0.4891 -0.802
P 0.9622 -1.0262 -0.2026 0.965
H -1.5809 0.5182 -0.2757 0.175
H 3.0810 1.9757 0.4016 0.190
H -2.5133 -0.6175 0.6879 0.188
H -1.7785 -0.9900 -1.0648 0.179
```

Summary:
Gap between HOMO and LUMO (spin up / spin down)   7.577 / 7.578 eV
E_HOMO (spin up / spin down)   -7.5 / -7.5 eV
Spin multiplicity   1
Total charge   0
M   89.0 g mol⁻¹



*b*
DFT (the ωB97M-V functional and the def2-TZVPD basis) results for a 2-piece molecular cluster, C2H4NOP overall.

XYZ file:
```
9
Properties=species:S:1:pos:R:3:nbo_charge:R:1
C 0.3966 -0.6242 1.9175 -0.161
C -0.4079 -0.6369 -1.6626 -0.526
N -0.0794 -1.3653 2.6555 -0.263
O 0.0763 1.7029 1.0419 -0.962
P 1.1694 0.4941 0.8027 0.880
H -1.3821 -0.4809 -1.2542 0.180
H 0.0448 -1.6085 -1.6094 0.178
H 0.0322 0.0820 -2.3241 0.170
H 0.1500 2.4367 0.4327 0.503
```

Summary:
Gap between HOMO and LUMO (spin up / spin down)   7.910 / 8.172 eV
E_HOMO (spin up / spin down)   -9.1 / -8.4 eV
Spin multiplicity   1
Total charge   0
M   89.0 g mol⁻¹



Tell me which of them is the least stable. Sure, it is *a*.



*a*
DFT (the ωB97M-V functional and the def2-TZVPD basis) results for an isolated ion of composition C3H6NO and charge +1.

XYZ file:
```
11
Properties=species:S:1:pos:R:3:nbo_charge:R:1
C 0.3034 1.0972 -2.2799 0.318
C 0.1929 -0.1292 0.7758 0.206
C -0.4847 -0.9671 1.7336 -0.703
N 0.1759 -0.4212 -0.5802 -0.146
O 0.8019 0.2164 -1.5450 -0.151
H 0.8770 1.3617 -3.1604 0.228
H -0.6558 1.5777 -2.0778 0.213
H 0.7367 0.7554 1.0881 0.210
H -1.1917 -0.3550 2.3032 0.277
H 0.2422 -1.3279 2.4673 0.281
H -0.9977 -1.8080 1.2753 0.267
```

Summary:
Gap between HOMO and LUMO   9.750 eV
E_HOMO   -16.0 eV
Spin multiplicity   1
Total charge   +1
M   72.1 g mol⁻¹



*b*
DFT (the ωB97M-V functional and the def2-TZVPD basis) results for an isolated ion of composition C3H6NO and charge +1.

XYZ file:
```
11
Properties=species:S:1:pos:R:3:nbo_charge:R:1
C 0.7290 -0.6045 0.1395 -0.087
C 1.8012 0.1166 -0.0310 0.411
C -1.4385 0.5272 0.0717 -0.415
N -0.6996 -0.7842 0.0564 -0.530
O 2.9771 0.4694 0.3223 -0.569
H -1.3798 1.0695 1.0149 0.263
H -1.1613 1.3143 -0.6635 0.260
H -2.3016 0.1668 -0.3719 0.223
H -1.0555 -1.5202 0.7290 0.471
H -0.9263 -1.3187 -0.7733 0.450
H 3.4552 0.5639 -0.4940 0.522
```

Summary:
Gap between HOMO and LUMO   10.363 eV
E_HOMO   -14.4 eV
Spin multiplicity   1
Total charge   +1
M   72.1 g mol⁻¹



Tell me which of them is the least stable. Sure, it is *a*.



*a*
DFT (the ωB97M-V functional and the def2-TZVPD basis) results for C7H8N2O as an isolated structure.

XYZ file:
```
18
Properties=species:S:1:pos:R:3:nbo_charge:R:1
C -3.3517 -0.2510 0.1906 -0.708
C -2.0444 0.3505 -0.1594 0.674
C 0.3850 -0.0734 -0.0063 0.369
C 1.3146 -1.0980 -0.2987 -0.258
C 2.6495 -0.7810 -0.3359 -0.147
C 3.0340 0.6394 -0.0391 -0.243
C 1.9368 1.4690 0.1605 0.095
H -3.9521 0.5156 0.4792 0.245
H -3.2587 -0.7555 1.1262 0.210
H -3.6474 -0.8059 -0.7400 0.249
H -1.2409 -1.3510 0.6031 0.404
H 0.7820 -2.2102 -0.4119 0.217
H 3.4389 -1.3200 -0.4832 0.198
H 3.9386 0.7917 0.0729 0.186
H 2.2775 2.7507 0.3890 0.171
N -0.9501 -0.4787 0.0079 -0.631
N 0.6899 1.1074 0.1757 -0.438
O -2.0016 1.5003 -0.7307 -0.593
```

Summary:
Gap between HOMO and LUMO   9.740 eV
E_HOMO   -9.1 eV
Spin multiplicity   1
Total charge   0
M   136.2 g mol⁻¹



*b*
DFT (the ωB97M-V functional and the def2-TZVPD basis) results for one molecule with the formula C7H8N2O.

XYZ file:
```
18
Properties=species:S:1:pos:R:3:nbo_charge:R:1
C -0.7616 1.3709 -0.3101 -0.098
C 0.3647 1.7085 0.3358 -0.272
C 2.0928 -1.4808 0.0324 0.021
C 1.0752 -0.6155 0.4187 -0.080
C -1.0991 -0.0538 -0.6241 -0.445
C -0.3684 -1.0186 0.3154 -0.412
C 1.3563 0.7258 0.6549 -0.148
N 3.3011 -0.9651 -0.1302 -0.237
N 3.4755 0.2374 -0.3227 0.279
O 4.4288 0.9585 -0.1604 -0.371
H -1.4559 2.1288 -0.6422 0.210
H 0.5838 2.7410 0.5685 0.223
H 1.9460 -2.5153 -0.2215 0.211
H -2.1777 -0.2051 -0.5356 0.225
H -0.8355 -0.2667 -1.6689 0.223
H -0.4615 -2.0463 -0.0392 0.216
H -0.8160 -0.9537 1.3138 0.213
H 2.2270 1.0559 1.1987 0.240
```

Summary:
Gap between HOMO and LUMO   7.293 eV
E_HOMO   -8.0 eV
Spin multiplicity   1
Total charge   0
M   136.2 g mol⁻¹



Tell me which of them is the least stable. Sure, it is *b*.



*a*
DFT (the ωB97M-V functional and the def2-TZVPD basis) results for one molecule with the formula C25H37N5O5S.

XYZ file:
```
73
Properties=species:S:1:pos:R:3:nbo_charge:R:1
C 3.2067 -6.3477 4.2845 -0.635
C 3.6192 -5.0002 3.7091 -0.067
H 3.8085 -5.0927 2.6347 0.200
H 4.5077 -4.6119 4.2120 0.185
O 2.6176 -4.0087 3.9203 -0.530
C 1.5919 -4.0111 3.0347 0.896
O 1.5316 -4.7484 2.0775 -0.669
N 0.6334 -3.1148 3.3611 -0.452
C -0.4674 -2.8831 2.4523 -0.221
H -0.4409 -3.6653 1.6924 0.247
C -0.3501 -1.4985 1.8154 -0.407
H -1.2094 -1.3098 1.1701 0.222
C -0.2667 -0.4262 2.9065 -0.065
N -0.1149 0.8819 2.3091 -0.636
C -1.0511 1.8409 2.3943 0.672
O -2.0576 1.7600 3.0683 -0.628
C -0.7431 3.0709 1.5314 -0.320
N -0.2985 2.6948 0.2056 -0.683
C -1.0880 1.8122 -0.5509 0.113
C -0.5302 0.6972 -1.1678 -0.184
C -1.3094 -0.1308 -1.9530 -0.227
C -2.6642 0.1144 -2.1371 -0.013
C -3.2153 1.2213 -1.5043 -0.193
C -2.4458 2.0642 -0.7258 -0.226
H -2.9024 2.9151 -0.2457 0.218
H -4.2688 1.4322 -1.6212 0.212
C -3.5204 -0.7983 -2.9795 -0.221
C -3.0136 -0.8466 -4.4224 -0.598
H -2.0148 -1.2727 -4.4679 0.202
H -3.6750 -1.4579 -5.0322 0.209
H -2.9789 0.1547 -4.8462 0.210
C -3.5688 -2.2026 -2.3733 -0.599
H -3.9331 -2.1600 -1.3493 0.213
H -2.5808 -2.6554 -2.3668 0.202
H -4.2347 -2.8391 -2.9516 0.209
H -4.5396 -0.3960 -2.9891 0.199
H -0.8486 -0.9913 -2.4138 0.213
H 0.5089 0.4640 -1.0103 0.223
S 1.3603 2.7388 -0.0547 2.346
O 1.9901 1.5149 0.3845 -0.958
O 1.8161 3.9450 0.5709 -0.934
C 1.4337 2.9039 -1.7978 -0.501
C 0.8089 3.9415 -2.4744 0.242
N 1.0600 3.7337 -3.7795 -0.148
N 1.8070 2.6445 -3.9784 -0.274
C 2.0512 2.1169 -2.7938 0.193
C 2.8612 0.8860 -2.6143 -0.656
H 2.3246 0.0258 -3.0121 0.228
H 3.0631 0.7301 -1.5585 0.245
H 3.7978 0.9753 -3.1598 0.237
C 0.6305 4.5243 -4.8960 -0.411
H 0.9856 4.0315 -5.7980 0.243
H -0.4579 4.5936 -4.9202 0.211
H 1.0525 5.5297 -4.8434 0.209
C 0.0113 5.0684 -1.9411 -0.665
H 0.2655 5.2124 -0.8944 0.258
H 0.2159 5.9841 -2.4928 0.228
H -1.0546 4.8500 -2.0166 0.235
H -1.6371 3.6985 1.4840 0.225
H 0.0681 3.6510 1.9775 0.259
H 0.7040 1.0184 1.7260 0.422
C 0.9072 -0.7351 3.8386 -0.403
H 0.9467 -0.0030 4.6456 0.219
C 0.7499 -2.1409 4.4217 -0.217
H 1.6034 -2.3981 5.0467 0.238
H -0.1626 -2.1847 5.0280 0.189
H 1.8380 -0.6753 3.2707 0.203
H -1.2021 -0.3979 3.4772 0.228
H 0.5543 -1.4542 1.2050 0.203
H -1.4054 -2.9559 3.0138 0.188
H 4.0176 -7.0602 4.1634 0.214
H 2.3298 -6.7171 3.7589 0.225
H 2.9718 -6.2504 5.3419 0.207
```

Summary:
Gap between HOMO and LUMO   9.141 eV
E_HOMO   -8.6 eV
Spin multiplicity   1
Total charge   0
M   519.7 g mol⁻¹



*b*
DFT (the ωB97M-V functional and the def2-TZVPD basis) results for one molecule with the formula C25H37N5O5S.

XYZ file:
```
73
Properties=species:S:1:pos:R:3:nbo_charge:R:1
C -0.1619 3.9395 3.2055 -0.632
C -0.0954 4.0034 1.6914 -0.072
H -0.3148 5.0114 1.3203 0.176
H -0.8054 3.3008 1.2442 0.216
O 1.2352 3.6573 1.2875 -0.532
C 1.4015 3.3867 -0.0199 0.896
O 0.5126 3.4131 -0.8416 -0.672
N 2.6883 3.0816 -0.3195 -0.464
C 3.0345 2.6441 -1.6515 -0.225
H 2.1983 2.8842 -2.3088 0.249
C 3.3242 1.1341 -1.6601 -0.424
H 4.0454 0.9068 -2.4450 0.215
C 3.8716 0.6825 -0.2943 -0.044
N 2.7839 0.2970 0.5761 -0.638
C 2.6091 -0.9357 1.0769 0.684
O 3.4005 -1.8470 0.9701 -0.622
C 1.2822 -1.0645 1.8315 -0.331
N 0.2539 -0.3096 1.1533 -0.710
C -0.1192 -0.7000 -0.1542 0.177
C -0.1193 -2.0259 -0.5707 -0.248
C -0.5109 -2.3469 -1.8584 -0.215
C -0.9157 -1.3681 -2.7561 0.005
C -0.9068 -0.0450 -2.3279 -0.223
C -0.5112 0.2912 -1.0485 -0.213
H -0.5090 1.3237 -0.7408 0.258
H -1.2017 0.7457 -3.0000 0.218
C -1.3434 -1.7356 -4.1556 -0.240
C -2.7989 -1.3325 -4.4023 -0.594
H -3.4558 -1.8118 -3.6790 0.207
H -2.9210 -0.2562 -4.3145 0.205
H -3.1082 -1.6336 -5.4007 0.210
C -0.4196 -1.0885 -5.1895 -0.595
H -0.6963 -1.4063 -6.1924 0.209
H 0.6130 -1.3775 -5.0068 0.213
H -0.4865 -0.0049 -5.1415 0.203
H -1.2662 -2.8237 -4.2630 0.201
H -0.5007 -3.3833 -2.1663 0.213
H 0.1901 -2.8143 0.0976 0.224
S -1.0344 0.1711 2.1248 2.364
O -1.7897 1.1564 1.4106 -0.939
O -0.4687 0.5521 3.3879 -0.946
C -1.9882 -1.2968 2.2803 -0.522
C -2.9407 -1.7378 1.3727 0.238
N -3.3233 -2.9548 1.8072 -0.157
N -2.6816 -3.3177 2.9211 -0.275
C -1.8590 -2.3328 3.2305 0.180
C -0.9728 -2.3719 4.4212 -0.657
H -0.6406 -1.3657 4.6598 0.248
H -0.1030 -2.9991 4.2281 0.225
H -1.5100 -2.7987 5.2644 0.235
C -4.2913 -3.8296 1.2137 -0.410
H -4.0164 -4.0604 0.1832 0.209
H -4.3085 -4.7438 1.8024 0.242
H -5.2828 -3.3729 1.2238 0.208
C -3.5091 -1.0919 0.1681 -0.665
H -3.1792 -0.0576 0.1313 0.269
H -3.1729 -1.6001 -0.7365 0.233
H -4.5977 -1.1239 0.1960 0.224
H 1.0450 -2.1274 1.9559 0.209
H 1.3873 -0.6175 2.8234 0.262
H 2.0275 0.9549 0.6939 0.413
C 4.6768 1.8189 0.3442 -0.422
H 5.4629 2.1176 -0.3500 0.206
C 3.7516 3.0020 0.6614 -0.220
H 3.3014 2.8834 1.6475 0.231
H 4.3245 3.9385 0.6608 0.195
H 5.1503 1.4720 1.2622 0.228
H 4.4951 -0.2103 -0.4063 0.243
H 2.4099 0.5762 -1.8691 0.223
H 3.9145 3.2065 -1.9792 0.188
H -1.1275 4.3099 3.5364 0.215
H 0.6252 4.5482 3.6439 0.205
H -0.0511 2.9107 3.5387 0.233
```

Summary:
Gap between HOMO and LUMO   9.483 eV
E_HOMO   -8.9 eV
Spin multiplicity   1
Total charge   0
M   519.7 g mol⁻¹



Tell me which of them is the least stable. Sure, it is *a*.